(1)
ORCA calculation (ωB97M-V/def2-TZVPD) on C4H8FN in the gas phase.

Summary:
- DFT total energy (a.u.) = -311.7856
- E_LUMO (eV) = 1.1
- gap between HOMO and LUMO (eV) = 10.3827
- HOMO level (eV) = -9.2
- structure (SMILES) = N[C@H]1C[C@H](F)C1

Geometry as ORCA input:
```
! RIJCOSX wB97M-V def2-TZVPD def2/J DEFGRID3
* xyz 0 1
N 1.922 -0.085 -0.270
C 0.504 -0.001 -0.444
C -0.327 -0.930 0.363
C -1.472 0.109 0.318
F -2.287 -0.227 -0.791
C -0.335 1.156 0.103
H 2.311 -1.021 -0.197
H 2.459 0.371 -1.012
H 0.273 -0.138 -1.487
H -0.619 -1.966 0.160
H 0.157 -0.985 1.333
H -2.155 0.247 1.196
H 0.004 1.394 1.171
H -0.434 2.076 -0.445
*
```

These are the Löwdin partial charges, in e, on atoms 1 to 2: 0.039 -0.447

=====

(2)
ORCA calculation (ωB97M-V/def2-TZVPD) on C4H8FN in the gas phase.

Summary:
- DFT total energy (a.u.) = -311.6847
- E_LUMO (eV) = 1.1
- gap between HOMO and LUMO (eV) = 10.3281
- HOMO level (eV) = -9.2
- structure (SMILES) = CN1CC(F)C1

Geometry as ORCA input:
```
! RIJCOSX wB97M-V def2-TZVPD def2/J DEFGRID3
* xyz 0 1
C 1.589 0.673 1.030
N 0.390 0.985 0.225
C -0.762 0.327 0.739
C -0.934 -0.316 -0.698
F -0.923 -1.665 -0.505
C 0.426 0.266 -0.956
H 2.039 1.505 1.952
H 2.547 0.636 0.452
H 1.264 -0.511 1.360
H -0.579 -0.741 1.306
H -1.371 1.132 1.208
H -1.917 0.136 -1.208
H 1.057 -0.580 -0.934
H 0.613 0.815 -1.863
*
```

These are the Löwdin partial charges, in e, on atoms 1 to 2: -0.109 -0.238

=====

(3)
ORCA calculation (ωB97M-V/def2-TZVPD) on a 2-piece molecular cluster, C4H8FN overall.

Summary:
- DFT total energy (a.u.) = -311.6122
- E_LUMO (spin up / spin down) (eV) = -0.2 / 0.1
- gap between HOMO and LUMO (spin up / spin down) (eV) = 9.6842 / 9.1070
- HOMO level (spin up / spin down) (eV) = -9.8 / -9.0

Geometry as ORCA input:
```
! RIJCOSX wB97M-V def2-TZVPD def2/J DEFGRID3
* xyz 0 1
C 1.152 0.010 1.940
C -0.282 -0.404 1.558
C 0.431 0.591 0.748
C -0.756 -0.351 -2.261
N 0.612 0.049 -1.918
F 0.180 1.894 0.789
H 1.165 0.502 2.889
H 1.903 -0.676 1.675
H -0.652 -1.258 1.119
H -1.047 0.042 2.048
H -0.648 -1.296 -2.786
H -1.366 -0.447 -1.438
H -1.264 0.357 -2.897
H 0.572 0.988 -1.465
*
```

These are the Löwdin partial charges, in e, on atoms 1 to 2: -0.037 -0.083

=====

(4)
ORCA calculation (ωB97M-V/def2-TZVPD) on C4H8FNO in the gas phase.

Summary:
- DFT total energy (a.u.) = -386.9606
- E_LUMO (eV) = 0.9
- gap between HOMO and LUMO (eV) = 10.7349
- HOMO level (eV) = -9.8
- structure (SMILES) = CC/C(CF)=N/O

Geometry as ORCA input:
```
! RIJCOSX wB97M-V def2-TZVPD def2/J DEFGRID3
* xyz 0 1
C -1.999 -0.566 -0.102
C -0.513 -0.952 0.073
C 0.432 0.285 0.006
C 1.964 -0.166 -0.114
F 1.990 -1.597 0.061
N -0.065 1.355 0.192
O 0.848 2.369 -0.071
H -2.492 -1.414 -0.355
H -2.517 -0.050 0.809
H -2.246 0.112 -0.945
H -0.119 -1.817 -0.595
H -0.404 -1.243 1.124
H 2.458 0.322 -1.025
H 2.344 0.249 0.789
H 0.320 3.113 0.152
*
```

These are the Löwdin partial charges, in e, on atoms 1 to 2: -0.123 -0.177

=====

(5)
ORCA calculation (ωB97M-V/def2-TZVPD) on C4H8FNO2 as an isolated structure.

Summary:
- DFT total energy (a.u.) = -462.2181
- E_LUMO (eV) = 0.6
- gap between HOMO and LUMO (eV) = 9.8691
- HOMO level (eV) = -9.2

Geometry as ORCA input:
```
! RIJCOSX wB97M-V def2-TZVPD def2/J DEFGRID3
* xyz 0 1
C 1.291 0.579 0.566
C -0.042 0.027 0.300
C -0.236 -0.470 -1.038
C -1.073 1.033 0.704
H 1.388 0.635 1.650
H 1.292 1.647 0.158
H 2.180 -0.047 0.168
H -0.620 0.428 -1.713
H -1.250 -1.201 -1.102
H 1.316 -1.955 -0.522
H 0.672 -2.011 -2.507
H -2.663 1.120 1.801
N 0.887 -1.252 -1.559
O -1.946 0.436 1.654
O -1.218 2.177 0.302
F 0.021 -1.146 1.137
*
```

These are the Löwdin partial charges, in e, on atoms 1 to 2: -0.024 -0.528

=====

(6)
ORCA calculation (ωB97M-V/def2-TZVPD) on C4H8I2 as an isolated structure.

Summary:
- DFT total energy (a.u.) = -752.5442
- E_LUMO (eV) = -0.3
- gap between HOMO and LUMO (eV) = 8.7674
- HOMO level (eV) = -9.1

Geometry as ORCA input:
```
! RIJCOSX wB97M-V def2-TZVPD def2/J DEFGRID3
* xyz 0 1
C -1.402 0.198 -0.970
C 0.402 0.075 1.545
C 0.019 -0.358 -0.951
C 0.934 0.103 0.143
I 2.688 -1.472 0.221
I 1.728 1.962 -0.110
H -2.125 -0.239 -0.165
H -1.351 1.237 -0.941
H -1.754 0.013 -1.897
H 1.072 0.308 2.360
H -0.240 0.844 1.728
H -0.218 -0.868 1.836
H 0.465 -0.309 -1.864
H -0.219 -1.494 -0.937
*
```

These are the Löwdin partial charges, in e, on atoms 1 to 2: -0.100 -0.326

=====

(7)
ORCA calculation (ωB97M-V/def2-TZVPD) on an isolated ion of composition C4H8IN2 and charge +1.

Summary:
- DFT total energy (a.u.) = -564.0388
- E_LUMO (spin up / spin down) (eV) = -4.7 / -5.1
- gap between HOMO and LUMO (spin up / spin down) (eV) = 8.2000 / 7.3955
- HOMO level (spin up / spin down) (eV) = -12.9 / -12.5

Geometry as ORCA input:
```
! RIJCOSX wB97M-V def2-TZVPD def2/J DEFGRID3
* xyz 1 1
C 0.308 1.331 0.402
C -1.403 -0.513 0.112
C 1.588 -0.758 0.456
C -0.717 -0.986 -1.013
N -0.892 0.784 0.709
N 1.436 0.646 0.331
I -0.589 0.359 -2.646
H 0.465 2.425 0.035
H -2.455 -0.282 -0.183
H -1.440 -1.220 0.827
H 0.948 -1.188 1.219
H 2.636 -1.206 0.238
H -0.438 -1.984 -1.279
H -1.580 1.486 1.017
H 2.131 1.107 -0.226
*
```

These are the Löwdin partial charges, in e, on atoms 1 to 2: -0.197 -0.326

=====

(8)
ORCA calculation (ωB97M-V/def2-TZVPD) on a 2-piece molecular cluster, C4H8IN2O overall.

Summary:
- DFT total energy (a.u.) = -639.3494
- E_LUMO (eV) = -4.7
- gap between HOMO and LUMO (eV) = 8.7350
- HOMO level (eV) = -13.4

Geometry as ORCA input:
```
! RIJCOSX wB97M-V def2-TZVPD def2/J DEFGRID3
* xyz 1 1
C -0.369 2.960 0.354
C 0.057 -0.242 -0.769
C 1.362 1.232 0.611
C 2.243 -0.917 0.055
N 0.594 2.281 0.021
N 1.041 -0.001 -0.048
O -1.257 3.621 0.535
I -3.465 0.171 -0.041
H -0.098 -1.185 -1.215
H -0.716 0.435 -0.842
H 2.483 1.387 0.612
H 1.014 1.088 1.671
H 2.864 -0.804 -0.834
H 2.658 -0.653 0.923
H 1.826 -1.926 0.286
H -3.834 -1.381 -0.145
*
```

These are the Löwdin partial charges, in e, on atoms 1 to 2: -0.305 0.138

=====

(9)
ORCA calculation (ωB97M-V/def2-TZVPD) on C4H8INO2 in the gas phase.

Summary:
- DFT total energy (a.u.) = -660.0107
- E_LUMO (eV) = 0.1
- gap between HOMO and LUMO (eV) = 9.9423
- HOMO level (eV) = -9.8
- structure (SMILES) = CC[C@@H](CI)[N+](=O)[O-]

Geometry as ORCA input:
```
! RIJCOSX wB97M-V def2-TZVPD def2/J DEFGRID3
* xyz 0 1
C 1.378 -1.544 -0.607
C 0.323 -0.851 0.281
C -0.225 0.509 -0.167
C -1.659 0.937 0.509
I -3.298 -0.300 -0.122
N 0.630 1.726 0.090
O 1.683 1.769 -0.483
O 0.189 2.656 0.709
H 1.621 -2.491 -0.128
H 2.273 -0.973 -0.792
H 0.913 -1.913 -1.603
H 0.690 -0.803 1.347
H -0.609 -1.513 0.277
H -0.424 0.190 -1.256
H -2.039 1.919 0.446
H -1.446 0.681 1.500
*
```

These are the Löwdin partial charges, in e, on atoms 1 to 2: -0.104 -0.249

=====

(10)
ORCA calculation (ωB97M-V/def2-TZVPD) on C4H8INO4 in the gas phase.

Summary:
- DFT total energy (a.u.) = -810.4658
- E_LUMO (eV) = -0.2
- gap between HOMO and LUMO (eV) = 9.7745
- HOMO level (eV) = -9.9
- structure (SMILES) = C[C@@H](O)[C@](I)(CO)[N+](=O)[O-]

Geometry as ORCA input:
```
! RIJCOSX wB97M-V def2-TZVPD def2/J DEFGRID3
* xyz 0 1
C 0.075 0.357 1.305
C 0.200 0.947 -0.150
O 1.352 1.650 -0.391
C 0.056 -0.193 -1.191
I -0.101 0.634 -3.228
C -0.899 -1.327 -0.855
O -2.148 -0.822 -0.401
N 1.640 -0.839 -1.193
O 1.868 -1.670 -0.389
O 2.326 -0.348 -2.024
H -0.994 0.020 1.423
H 0.659 -0.573 1.309
H 0.397 1.092 2.129
H -0.698 1.724 -0.338
H 1.170 2.192 -1.247
H -1.105 -2.029 -1.633
H -0.389 -1.951 -0.063
H -2.511 -0.069 -0.773
*
```

These are the Löwdin partial charges, in e, on atoms 1 to 2: -0.019 -0.509

=====

Let's list energy relative to the best compared isomer or geometry (same formula, charge and spin) in order: 0.9187 3.6660 5.6372 2.7701 2.8180 1.3558 3.8277 1.0530 4.2344 1.7615 eV.